{
  "formula": "C23H45Br3F3NNbO4",
  "method": "wB97M-V/def2-TZVPD",
  "homo_ev": -4.63,
  "total_charge": -1,
  "e_tot_ha": -9337.4863,
  "species": ["C", "C", "C", "O", "Nb", "C", "C", "C", "C", "C", "C", "C", "N", "C", "C", "C", "C", "O", "C", "C", "C", "C", "F", "C", "F", "F", "C", "O", "C", "C", "O", "H", "H", "H", "H", "H", "H", "H", "H", "H", "H", "H", "H", "H", "H", "H", "H", "H", "H", "H", "H", "H", "H", "H", "H", "H", "H", "H", "H", "H", "H", "H", "H", "H", "H", "H", "H", "H", "H", "H", "H", "H", "H", "H", "H", "C", "Br", "Br", "Br", "H"],
  "positions_angstrom": [[4.67991, 1.86720, 0.99614], [3.59904, 1.42429, 0.02225], [2.84753, 0.19047, 0.51063], [1.75523, -0.08013, -0.34362], [0.17125, -1.16453, 0.27299], [-1.64754, -2.35403, 0.91920], [-2.50756, -2.94993, -0.21090], [0.42592, -2.56887, -1.51293], [-0.05386, -2.08590, -2.89278], [0.66156, -0.85063, -3.42549], [2.06829, -1.13048, -3.94840], [2.66863, 0.13075, -4.60672], [3.66180, 0.83942, -3.77968], [-0.21531, 0.15110, 2.09072], [0.12327, 1.64531, 1.86334], [-0.92219, 2.62562, 2.40407], [-0.78723, 4.01975, 1.78229], [0.00831, 4.88988, 2.58133], [1.26551, 5.19337, 2.02988], [1.37355, -2.64664, 1.52632], [1.24958, -4.14110, 1.11860], [1.85850, -5.08555, 2.11158], [1.02772, -5.60370, 3.05833], [3.13960, -5.48649, 2.11959], [3.56959, -6.74597, 2.24315], [4.18340, -4.66872, 2.00850], [-1.31236, 0.18648, -0.85305], [-2.32304, 0.72210, 0.07047], [-3.07170, 1.72568, -0.36916], [-4.33408, 1.88618, 0.43698], [-2.79637, 2.46898, -1.28842], [5.51520, 1.16628, 1.02547], [4.27548, 1.90891, 2.01159], [5.06904, 2.85864, 0.76651], [2.87942, 2.21327, -0.20356], [4.06066, 1.13354, -0.92482], [2.57515, 0.28479, 1.56711], [3.54661, -0.65522, 0.44584], [-1.38746, -3.17789, 1.59389], [-2.28779, -1.68465, 1.50012], [-2.15766, -3.93768, -0.51929], [-3.54431, -3.09425, 0.11655], [-2.54985, -2.32681, -1.10490], [1.50175, -2.79019, -1.53788], [-0.05953, -3.53407, -1.33702], [-1.14010, -1.98723, -2.92382], [0.16234, -2.88818, -3.61699], [0.71350, -0.03265, -2.70405], [0.08126, -0.46918, -4.27449], [2.01489, -1.90987, -4.71292], [2.71953, -1.44685, -3.13164], [1.84727, 0.83543, -4.75375], [3.06637, -0.08629, -5.59943], [3.17286, 1.53256, -3.22799], [4.05522, 0.20036, -3.10026], [0.44823, -0.23653, 2.87736], [-1.22675, 0.06538, 2.49103], [1.08662, 1.90322, 2.31449], [0.24790, 1.83438, 0.79114], [-1.93702, 2.24979, 2.28276], [-0.73000, 2.77435, 3.47059], [-0.32367, 3.91757, 0.79594], [-1.76808, 4.46670, 1.59998], [1.64489, 6.08629, 2.52991], [1.99026, 4.39327, 2.21784], [1.20908, 5.41241, 0.96068], [2.44527, -2.42521, 1.56530], [0.98543, -2.57707, 2.54900], [1.83115, -4.28829, 0.21016], [0.21083, -4.42657, 0.96080], [-0.73293, 1.01019, -1.27461], [-1.88411, -0.29707, -1.64614], [-4.64376, 2.92774, 0.39613], [-4.17769, 1.63055, 1.48411], [-5.13048, 1.26626, 0.03053], [-8.89496, 1.97573, 0.30873], [-9.77740, 1.91139, -1.40086], [-8.01617, 0.31551, 0.71362], [-7.69311, 3.47196, 0.42621], [-9.66035, 2.12135, 1.05581]],
  "atomic_forces_ev_per_a": [[-0.2, 0.1, 0.3], [0.1, -0.3, -0.1], [0.6, 0.0, -0.7], [-0.7, -0.7, 1.3], [1.8, 0.7, -0.6], [0.0, -0.1, -0.3], [-0.3, -0.1, 0.2], [-0.9, 0.1, -0.1], [0.7, -0.6, -0.1], [-0.3, 0.0, -0.4], [-0.1, 0.5, -0.4], [-0.2, 0.1, 0.5], [-0.1, 0.0, -0.1], [0.2, 0.3, 0.1], [-0.3, -0.2, -0.2], [0.5, 0.5, 0.1], [0.0, -0.5, -0.3], [-0.2, 0.2, -0.1], [0.2, 0.1, 0.3], [-0.9, -0.6, -0.1], [1.2, 1.1, 0.9], [0.3, 0.3, 0.1], [-0.2, -1.0, -0.8], [-0.4, -0.2, 0.2], [0.0, 0.2, 1.2], [-0.1, -0.1, -1.3], [-0.3, -0.4, 0.6], [-0.3, -0.1, -0.4], [0.1, 0.5, 0.0], [0.1, 0.4, 0.4], [0.0, -0.4, 0.1], [0.0, 0.0, -0.1], [0.0, 0.1, 0.0], [0.1, 0.0, -0.1], [0.0, 0.1, 0.2], [0.0, 0.2, -0.1], [-0.3, 0.1, 0.0], [0.0, -0.1, 0.2], [0.1, 0.1, 0.1], [0.1, 0.1, 0.0], [0.1, 0.0, -0.1], [0.0, 0.0, 0.0], [0.0, 0.0, 0.0], [0.1, 0.2, 0.0], [0.0, 0.0, 0.2], [0.0, 0.3, 0.2], [-0.1, 0.0, -0.1], [-0.1, -0.1, 0.2], [0.0, 0.1, 0.0], [0.0, -0.2, 0.2], [0.0, -0.2, -0.1], [0.0, 0.0, -0.3], [0.2, -0.1, 0.1], [0.1, 0.0, 0.1], [0.1, -0.1, -0.1], [0.0, -0.1, 0.0], [-0.1, -0.1, -0.1], [0.1, 0.0, 0.0], [-0.1, 0.1, 0.0], [0.0, -0.1, -0.1], [-0.3, -0.2, 0.1], [0.0, 0.0, -0.1], [0.0, 0.2, 0.3], [-0.1, 0.0, 0.0], [0.0, -0.1, -0.2], [0.0, -0.1, -0.1], [0.0, 0.3, 0.0], [0.0, 0.2, 0.1], [-0.4, 0.0, -0.3], [0.0, -0.2, 0.0], [-0.1, 0.1, 0.0], [0.1, 0.1, -0.2], [-0.1, 0.0, -0.2], [0.0, -0.2, 0.0], [0.0, -0.1, 0.0], [0.0, 0.0, 0.0], [0.0, 0.0, 0.0], [0.0, 0.0, 0.0], [-0.1, 0.0, 0.0], [0.0, 0.0, 0.0]]
}